A 2-piece molecular cluster, C9H14 overall in a non-equilibrium geometry, computed with the ωB97M-V functional and the def2-TZVPD basis.

```
23
Properties=species:S:1:pos:R:3:forces:R:3:mulliken_charge:R:1
C 3.78136 -1.60787 0.04591 -0.69 0.44 0.47 -1.09
C 0.32497 0.95896 1.03435 -0.29 -0.70 0.32 -0.42
C 2.61542 -0.72786 0.43914 0.02 1.64 -3.01 0.52
C 1.63001 1.36436 1.16992 2.33 1.59 -0.60 -0.32
C 2.78778 0.58625 0.79924 -1.42 2.17 1.18 -0.45
C -4.41090 0.51258 -1.27809 1.41 -1.55 -1.73 -0.85
C 0.16878 -0.24819 0.34686 0.92 0.80 0.99 -0.01
C -3.01849 0.34278 -0.48590 -1.38 0.25 -0.93 -0.80
C 1.30922 -0.97520 0.00744 -1.82 -0.98 0.59 -0.52
H 4.75563 -1.06282 0.03717 -0.85 -0.41 0.24 0.31
H -0.82036 -0.60753 0.14036 0.00 -0.26 -0.33 0.22
H -0.53300 1.49309 1.47943 0.63 -0.05 -0.62 0.32
H 3.60563 -2.03309 -0.98350 0.19 -0.23 1.50 0.29
H -2.15858 0.85588 -1.00224 -0.88 -0.98 0.48 0.31
H 3.65933 -2.21940 0.96864 1.21 -1.02 -1.22 0.28
H 3.73139 1.17266 0.74911 -0.48 -1.02 0.37 0.27
H -5.00594 1.28645 -0.84163 -0.26 0.72 -0.12 0.28
H 1.87646 2.43898 1.34426 -0.46 -0.95 0.45 0.25
H -5.04750 -0.42647 -1.23984 0.91 0.97 0.13 0.25
H -3.09560 0.75044 0.50915 -0.16 0.67 0.30 0.31
H -2.90944 -0.71504 -0.23656 0.64 -0.02 -0.73 0.29
H -4.20955 0.67195 -2.43829 -0.50 -0.02 2.53 0.22
H 0.96337 -1.81091 -0.56495 0.91 -1.05 -0.26 0.35
```
Positions in Å, forces in eV/Å.

Orbital gap in Eh: 0.363
Relative energy (zero: lowest compared OMol25 entry of this formula, charge and spin) in kcal/mol: 44.46
LUMO energy in eV: 0.979
Structure (SMILES): Cc1ccccc1.CC
E_tot in eV: -9558.2535
HOMO in eV: -8.890